[1]
{
  "formula": "C10H32B2O5S3Sn2",
  "method": "wB97M-V/def2-TZVPD",
  "total_energy_ev": -66628.914,
  "homo_energy_ev": [-10.1, -11.0],
  "multiplicity": 2,
  "total_charge": 1,
  "lumo_ev": [-6.17, -6.17],
  "gap_ev": [3.91, 4.80],
  "elements": ["Sn", "Sn", "B", "H", "H", "H", "H", "B", "H", "H", "H", "H", "C", "S", "O", "C", "H", "H", "H", "H", "H", "H", "C", "S", "O", "C", "H", "H", "H", "H", "H", "H", "C", "S", "O", "C", "H", "H", "H", "H", "H", "H", "O", "C", "O", "C", "C", "C", "H", "H", "H", "H", "H", "H"],
  "coordinates": [[0.159, -0.546, -3.715], [1.272, 3.979, -1.471], [1.105, 2.393, -4.384], [0.750, 1.676, -5.108], [2.030, 2.160, -3.880], [1.183, 3.344, -4.887], [0.310, 2.540, -3.669], [0.275, 1.015, -0.999], [0.144, 1.500, -0.044], [1.290, 1.042, -1.364], [-0.007, -0.025, -0.940], [-0.366, 1.546, -1.686], [-5.226, 2.534, -0.059], [-3.815, 3.331, 0.766], [-3.510, 2.476, 1.985], [-2.628, 2.701, -0.514], [-4.829, 1.519, -0.095], [-5.367, 3.126, -0.963], [-6.057, 2.561, 0.646], [-1.637, 3.136, -0.387], [-2.954, 2.929, -1.529], [-2.620, 1.619, -0.384], [-0.002, -4.843, -1.711], [1.334, -3.643, -1.211], [1.661, -2.892, -2.494], [0.453, -2.544, 0.005], [-0.966, -4.334, -1.727], [-0.007, -5.780, -1.154], [0.236, -5.065, -2.751], [-0.371, -2.085, -0.541], [1.059, -1.802, 0.524], [-0.026, -3.269, 0.664], [-0.613, -1.758, 3.787], [-2.229, -1.831, 2.975], [-2.212, -3.176, 2.246], [-2.088, -0.360, 1.802], [-0.447, -2.608, 4.448], [-0.438, -0.830, 4.332], [0.123, -1.798, 2.983], [-2.919, -0.274, 1.102], [-1.171, -0.605, 1.265], [-1.874, 0.540, 2.379], [3.599, 2.493, 0.028], [3.535, 1.341, 0.450], [4.441, 0.383, 0.252], [4.207, -0.809, 1.083], [3.403, -0.207, 2.136], [2.536, 0.784, 1.348], [5.128, -1.173, 1.541], [3.659, -1.623, 0.609], [4.017, 0.222, 2.928], [2.751, -0.939, 2.614], [2.063, 1.638, 1.832], [1.655, 0.291, 0.937]]
}


[2]
{
  "formula": "C10H32BrO6",
  "method": "wB97M-V/def2-TZVPD",
  "total_energy_ev": -93215.997,
  "homo_energy_ev": -4.2,
  "total_charge": -1,
  "lumo_ev": 2.80,
  "gap_ev": 7.02,
  "de_lowest_kj_mol": 291.1,
  "elements": ["Br", "C", "C", "C", "O", "H", "H", "H", "H", "H", "H", "H", "H", "C", "C", "C", "O", "H", "H", "H", "H", "H", "H", "H", "H", "C", "O", "H", "H", "H", "H", "C", "O", "H", "H", "H", "H", "C", "O", "H", "H", "H", "H", "C", "O", "H", "H", "H", "H"],
  "coordinates": [[-1.073, 0.660, -0.830], [-1.345, -5.712, 0.528], [-0.064, -5.763, -0.256], [-0.200, -5.969, -1.761], [0.601, -4.537, -0.202], [-1.136, -5.532, 1.583], [-1.934, -6.617, 0.384], [-1.899, -4.891, 0.073], [0.630, -6.512, 0.125], [0.758, -5.933, -2.280], [-0.869, -5.344, -2.351], [-0.446, -7.012, -1.965], [-0.006, -3.849, -0.484], [3.086, 2.816, 2.935], [3.394, 1.530, 3.657], [2.567, 1.299, 4.875], [3.113, 0.456, 2.780], [3.597, 2.900, 1.976], [3.409, 3.613, 3.604], [2.012, 2.930, 2.793], [4.456, 1.445, 3.891], [2.688, 0.300, 5.294], [1.537, 1.333, 4.519], [2.643, 2.067, 5.645], [2.182, 0.553, 2.565], [-5.682, -2.515, -3.247], [-5.511, -2.079, -1.873], [-4.854, -3.219, -3.326], [-6.666, -2.927, -3.473], [-5.460, -1.646, -3.866], [-4.663, -1.634, -1.805], [0.976, 6.096, -1.841], [0.946, 4.952, -2.659], [-0.009, 6.556, -1.763], [1.359, 5.841, -0.853], [1.522, 6.935, -2.272], [0.355, 4.318, -2.246], [4.306, 0.814, -4.318], [3.824, 0.330, -3.104], [3.781, 0.302, -5.125], [4.100, 1.879, -4.415], [5.373, 0.639, -4.452], [2.866, 0.334, -3.047], [-4.325, 3.729, 2.703], [-3.572, 2.769, 3.441], [-3.643, 4.504, 2.353], [-4.772, 3.127, 1.911], [-5.060, 4.272, 3.296], [-2.890, 2.389, 2.882]]
}


[3]
{
  "formula": "C10H32LiN2O5",
  "method": "wB97M-V/def2-TZVPD",
  "total_energy_ev": -24304.026,
  "homo_energy_ev": -11.9,
  "total_charge": 1,
  "lumo_ev": -3.84,
  "gap_ev": 8.10,
  "elements": ["Li", "C", "C", "O", "H", "H", "H", "H", "H", "H", "O", "H", "H", "O", "H", "H", "C", "C", "C", "O", "C", "N", "H", "H", "H", "H", "H", "H", "H", "H", "H", "H", "H", "C", "C", "C", "O", "C", "N", "H", "H", "H", "H", "H", "H", "H", "H", "H", "H", "H"],
  "coordinates": [[4.470, 5.098, 15.123], [-1.169, 4.434, 18.077], [-0.251, 5.408, 17.422], [0.419, 6.284, 18.254], [-1.589, 3.795, 17.301], [-1.906, 4.935, 18.704], [-0.612, 3.857, 18.816], [-0.795, 5.989, 16.676], [0.535, 4.902, 16.863], [-0.192, 7.005, 18.425], [4.273, 7.961, 16.454], [3.470, 8.042, 16.969], [4.656, 8.837, 16.467], [5.422, 2.550, 16.619], [5.831, 2.086, 15.888], [5.781, 2.129, 17.400], [0.989, 5.422, 10.407], [2.146, 6.122, 11.029], [1.799, 7.512, 11.675], [1.228, 8.501, 10.814], [1.933, 8.698, 9.640], [2.672, 5.245, 12.122], [0.698, 5.962, 9.507], [0.213, 5.329, 11.167], [1.231, 4.426, 10.035], [2.922, 6.380, 10.308], [2.706, 7.921, 12.121], [1.186, 7.434, 12.573], [1.863, 7.772, 9.068], [3.002, 8.899, 9.720], [1.570, 9.543, 9.056], [1.838, 4.868, 12.549], [2.991, 4.421, 11.632], [9.337, 5.877, 15.560], [8.983, 6.699, 14.297], [10.240, 6.938, 13.393], [9.780, 7.655, 12.214], [10.690, 7.613, 11.145], [7.924, 6.038, 13.634], [8.466, 5.667, 16.180], [9.969, 6.522, 16.171], [9.909, 4.976, 15.336], [8.607, 7.666, 14.632], [10.756, 6.006, 13.161], [11.057, 7.579, 13.724], [11.431, 6.818, 11.223], [11.242, 8.544, 11.014], [10.238, 7.427, 10.171], [8.422, 5.189, 13.408], [7.882, 6.526, 12.751]]
}


[4]
{
  "formula": "C10H33NO8Pd",
  "method": "wB97M-V/def2-TZVPD",
  "total_energy_ev": -32246.703,
  "homo_energy_ev": [-7.7, -7.7],
  "multiplicity": 3,
  "total_charge": 0,
  "lumo_ev": [-0.58, -2.16],
  "gap_ev": [7.17, 5.59],
  "elements": ["Pd", "C", "O", "H", "H", "H", "C", "C", "C", "C", "C", "C", "N", "O", "C", "C", "C", "H", "H", "H", "H", "H", "H", "H", "H", "H", "H", "H", "H", "H", "H", "H", "H", "H", "H", "O", "H", "H", "O", "H", "H", "O", "H", "H", "O", "H", "H", "O", "H", "H", "O", "H", "H"],
  "coordinates": [[21.908, -35.639, 1.259], [20.165, -32.054, -2.918], [21.243, -32.684, -2.228], [19.694, -31.260, -2.339], [20.451, -31.566, -3.849], [19.338, -32.691, -3.233], [18.434, -35.018, -13.108], [19.155, -36.181, -12.475], [19.186, -36.066, -10.941], [17.897, -36.362, -10.139], [17.360, -37.737, -10.591], [17.260, -37.982, -12.094], [18.560, -37.544, -12.781], [18.864, -38.195, -14.075], [16.050, -37.176, -12.636], [16.993, -39.524, -12.414], [20.623, -36.108, -12.938], [18.063, -35.383, -14.065], [19.070, -34.159, -13.322], [17.567, -34.706, -12.526], [19.386, -35.033, -10.658], [19.955, -36.715, -10.521], [17.115, -35.623, -10.311], [18.223, -36.375, -9.099], [16.370, -37.887, -10.159], [18.068, -38.524, -10.333], [16.327, -36.846, -13.637], [15.704, -36.336, -12.034], [15.121, -37.741, -12.720], [16.232, -39.910, -11.736], [17.915, -40.085, -12.262], [16.700, -39.925, -13.384], [21.037, -35.117, -12.754], [20.653, -36.210, -14.023], [21.250, -36.836, -12.423], [23.384, -36.006, -5.215], [22.639, -36.550, -5.471], [23.115, -35.601, -4.391], [19.694, -29.268, 2.144], [19.625, -29.343, 1.192], [19.447, -28.362, 2.332], [24.398, -31.226, -7.269], [24.551, -30.511, -6.651], [24.112, -31.958, -6.724], [26.786, -33.663, -2.825], [26.052, -33.858, -3.408], [26.401, -33.658, -1.949], [24.591, -28.598, -1.319], [24.585, -28.181, -2.181], [24.295, -29.493, -1.482], [19.918, -27.946, -8.122], [20.440, -27.818, -8.914], [20.501, -28.414, -7.524]]
}


[5]
{
  "formula": "C10H36O8",
  "method": "wB97M-V/def2-TZVPD",
  "total_energy_ev": -27329.123,
  "homo_energy_ev": -10.3,
  "total_charge": 0,
  "lumo_ev": 0.51,
  "gap_ev": 10.77,
  "de_lowest_kj_mol": 447.5,
  "smiles": "CCO.CCO.CO.CO.CO.CO.CO.CO",
  "elements": ["C", "C", "O", "H", "H", "H", "H", "H", "H", "C", "C", "O", "H", "H", "H", "H", "H", "H", "C", "O", "H", "H", "H", "H", "C", "O", "H", "H", "H", "H", "C", "O", "H", "H", "H", "H", "C", "O", "H", "H", "H", "H", "C", "O", "H", "H", "H", "H", "C", "O", "H", "H", "H", "H"],
  "coordinates": [[20.038, -10.802, -11.593], [18.631, -11.106, -11.024], [17.852, -9.924, -10.934], [20.049, -10.186, -12.492], [20.580, -11.691, -11.915], [20.648, -10.246, -10.881], [18.700, -11.489, -10.006], [18.116, -11.876, -11.599], [17.032, -10.154, -10.492], [24.485, -0.359, -21.921], [24.285, 0.805, -22.856], [23.709, 1.871, -22.160], [23.588, -0.918, -21.655], [24.962, -0.032, -20.997], [25.166, -1.084, -22.367], [23.684, 0.607, -23.743], [25.268, 1.132, -23.196], [23.897, 2.664, -22.667], [17.700, -3.551, -11.497], [18.585, -4.615, -11.648], [17.321, -3.490, -10.477], [18.190, -2.587, -11.641], [16.825, -3.677, -12.134], [18.153, -5.418, -11.350], [29.567, 0.939, -13.292], [30.116, 2.076, -12.546], [30.329, 0.503, -13.938], [29.288, 0.093, -12.664], [28.690, 1.123, -13.912], [30.039, 2.843, -13.118], [26.852, -9.002, -15.987], [26.961, -7.579, -15.916], [25.796, -9.259, -15.899], [27.204, -9.424, -16.929], [27.415, -9.400, -15.143], [26.089, -7.179, -15.949], [22.617, -2.337, -15.219], [22.519, -3.786, -15.088], [23.541, -2.083, -15.740], [21.829, -1.791, -15.738], [22.725, -1.895, -14.229], [21.755, -3.905, -14.520], [24.554, 4.528, -16.780], [23.278, 4.022, -17.048], [24.622, 5.389, -17.445], [24.705, 4.870, -15.757], [25.415, 3.883, -16.950], [23.292, 3.775, -17.976], [16.777, 3.950, -15.149], [15.862, 3.409, -16.110], [16.873, 5.025, -15.299], [16.499, 3.784, -14.108], [17.762, 3.502, -15.279], [15.072, 3.951, -16.176]]
}


Repeat the third record exactly.
{
  "formula": "C10H32LiN2O5",
  "method": "wB97M-V/def2-TZVPD",
  "total_energy_ev": -24304.026,
  "homo_energy_ev": -11.9,
  "total_charge": 1,
  "lumo_ev": -3.84,
  "gap_ev": 8.10,
  "elements": ["Li", "C", "C", "O", "H", "H", "H", "H", "H", "H", "O", "H", "H", "O", "H", "H", "C", "C", "C", "O", "C", "N", "H", "H", "H", "H", "H", "H", "H", "H", "H", "H", "H", "C", "C", "C", "O", "C", "N", "H", "H", "H", "H", "H", "H", "H", "H", "H", "H", "H"],
  "coordinates": [[4.470, 5.098, 15.123], [-1.169, 4.434, 18.077], [-0.251, 5.408, 17.422], [0.419, 6.284, 18.254], [-1.589, 3.795, 17.301], [-1.906, 4.935, 18.704], [-0.612, 3.857, 18.816], [-0.795, 5.989, 16.676], [0.535, 4.902, 16.863], [-0.192, 7.005, 18.425], [4.273, 7.961, 16.454], [3.470, 8.042, 16.969], [4.656, 8.837, 16.467], [5.422, 2.550, 16.619], [5.831, 2.086, 15.888], [5.781, 2.129, 17.400], [0.989, 5.422, 10.407], [2.146, 6.122, 11.029], [1.799, 7.512, 11.675], [1.228, 8.501, 10.814], [1.933, 8.698, 9.640], [2.672, 5.245, 12.122], [0.698, 5.962, 9.507], [0.213, 5.329, 11.167], [1.231, 4.426, 10.035], [2.922, 6.380, 10.308], [2.706, 7.921, 12.121], [1.186, 7.434, 12.573], [1.863, 7.772, 9.068], [3.002, 8.899, 9.720], [1.570, 9.543, 9.056], [1.838, 4.868, 12.549], [2.991, 4.421, 11.632], [9.337, 5.877, 15.560], [8.983, 6.699, 14.297], [10.240, 6.938, 13.393], [9.780, 7.655, 12.214], [10.690, 7.613, 11.145], [7.924, 6.038, 13.634], [8.466, 5.667, 16.180], [9.969, 6.522, 16.171], [9.909, 4.976, 15.336], [8.607, 7.666, 14.632], [10.756, 6.006, 13.161], [11.057, 7.579, 13.724], [11.431, 6.818, 11.223], [11.242, 8.544, 11.014], [10.238, 7.427, 10.171], [8.422, 5.189, 13.408], [7.882, 6.526, 12.751]]
}